No. 1
This record from the OMol25 dataset describes one molecule with the formula F2H2S2Si at a distorted geometry. The level of theory is ωB97M-V/def2-TZVPD.

Each line ends with the natural charge from an NBO analysis.
Geometry (Å):
F 1.064 1.831 1.080  -0.65
Si 0.320 0.442 0.028  1.78
F 1.152 1.006 -1.170  -0.65
S -1.833 0.695 -0.047  -0.39
S 1.045 -1.523 0.031  -0.40
H -2.151 -0.235 -0.828  0.15
H 0.403 -2.217 0.906  0.16

Multiplicity   1
Largest force on an atom   0.08947 hartree/bohr
Energy above the lowest of the compared OMol25 structures with the same formula, charge and spin   30.0 kcal/mol
SMILES   F[Si](F)(S)S
Frontier orbital gap   10.60 eV
HOMO level   -0.396 hartree

***

No. 2
This record from the OMol25 dataset describes C18H36Br18 as an isolated structure at a distorted geometry. The level of theory is ωB97M-V/def2-TZVPD.

Each line ends with the Löwdin charge.
Geometry (Å):
Br -11.167 -20.477 2.548  0.61
C -11.939 -20.844 0.770  -0.68
C -11.178 -20.007 -0.147  -0.79
Br -11.688 -20.311 -1.980  0.65
H -13.030 -20.495 0.981  0.10
H -11.911 -21.885 0.550  0.02
H -10.121 -20.183 -0.045  -0.01
H -11.367 -18.920 -0.032  0.04
Br -7.911 -13.025 -4.075  0.58
C -6.267 -14.043 -3.706  -0.72
C -6.563 -15.476 -3.610  -0.71
Br -4.970 -16.310 -2.822  0.64
H -5.876 -13.726 -2.748  0.03
H -5.558 -13.827 -4.558  0.09
H -6.697 -15.894 -4.649  0.08
H -7.278 -15.740 -2.865  0.00
Br -9.489 -13.977 -7.955  0.62
C -8.745 -15.447 -8.944  -0.69
C -9.919 -16.270 -9.385  -0.67
Br -9.272 -17.969 -10.230  0.55
H -8.200 -16.029 -8.242  0.02
H -8.175 -15.012 -9.782  0.07
H -10.478 -15.802 -10.186  0.05
H -10.517 -16.585 -8.554  0.00
Br -4.701 -20.498 -5.318  0.58
C -3.617 -21.555 -4.013  -0.66
C -2.716 -22.501 -4.719  -0.67
Br -1.207 -21.562 -5.674  0.54
H -4.344 -22.128 -3.388  0.02
H -2.988 -20.887 -3.446  0.05
H -3.237 -23.274 -5.382  0.09
H -2.131 -23.149 -4.077  0.04
Br -12.418 -14.420 -2.441  0.63
C -11.490 -16.055 -3.002  -0.71
C -12.032 -16.554 -4.289  -0.66
Br -11.221 -15.508 -5.754  0.61
H -11.631 -16.773 -2.176  0.05
H -10.416 -15.803 -2.970  0.04
H -13.103 -16.462 -4.345  0.05
H -11.843 -17.631 -4.386  0.05
Br -8.158 -18.507 -1.441  0.64
C -7.915 -18.989 -3.331  -0.70
C -8.903 -18.283 -4.278  -0.67
Br -8.176 -18.594 -6.046  0.69
H -7.846 -20.048 -3.468  0.02
H -6.894 -18.736 -3.642  0.00
H -8.908 -17.224 -4.123  0.01
H -9.903 -18.836 -4.136  0.06
Br -6.090 -21.545 -1.069  0.66
C -7.361 -22.825 -0.331  -0.65
C -8.492 -23.079 -1.338  -0.75
Br -9.810 -24.187 -0.584  0.70
H -7.787 -22.411 0.535  0.03
H -6.794 -23.690 -0.082  0.05
H -8.103 -23.525 -2.238  0.02
H -8.998 -22.172 -1.629  0.01
Br -10.035 -22.308 -5.168  0.61
C -8.366 -22.210 -6.162  -0.75
C -7.722 -23.413 -6.618  -0.68
Br -7.378 -24.746 -5.220  0.60
H -7.769 -21.683 -5.427  0.00
H -8.623 -21.602 -7.002  0.04
H -6.731 -23.211 -7.010  0.05
H -8.197 -23.862 -7.541  0.10
Br -8.245 -13.692 -0.340  0.58
C -9.963 -14.023 0.668  -0.65
C -10.056 -15.512 0.777  -0.72
Br -11.898 -15.792 1.375  0.63
H -10.777 -13.580 0.006  0.04
H -9.857 -13.508 1.563  0.03
H -9.306 -15.962 1.388  0.05
H -9.781 -16.042 -0.174  0.03

Multiplicity   1
Largest force on an atom   0.07244 hartree/bohr
Energy above the lowest of the compared OMol25 structures with the same formula, charge and spin   37.9 kcal/mol
Frontier orbital gap   10.08 eV
HOMO level   -0.367 hartree

***

No. 3
This record from the OMol25 dataset describes C26H19AuClIN11O3 as an isolated structure at a distorted geometry. The level of theory is ωB97M-V/def2-TZVPD.

Each line ends with the natural charge from an NBO analysis.
Geometry (Å):
Au 0.713 -2.017 -0.348  1.25
Cl 6.931 -0.780 2.726  -0.03
C 5.287 -1.271 2.422  -0.11
C 4.516 -1.728 3.460  -0.22
C 3.202 -2.134 3.236  -0.28
I 2.034 -2.836 4.829  0.13
C 2.590 -2.098 1.977  0.41
O 1.388 -2.476 1.759  -0.75
C 3.419 -1.595 0.914  0.06
N 2.840 -1.534 -0.310  -0.47
C 3.529 -1.136 -1.355  0.07
C 4.868 -0.734 -1.242  -0.26
C 5.476 -0.751 -0.018  -0.15
C 4.763 -1.196 1.116  -0.03
H 4.935 -1.772 4.456  0.23
H 2.998 -1.136 -2.298  0.26
H 5.398 -0.410 -2.126  0.22
H 6.503 -0.434 0.100  0.23
N -3.184 -0.910 -0.209  -0.58
C -2.585 -2.127 -0.532  0.44
N -3.374 -3.129 -0.882  -0.37
N -2.570 -4.179 -1.092  -0.09
N -1.351 -3.851 -0.884  -0.12
N -1.302 -2.550 -0.503  -0.49
C -2.686 0.364 -0.295  0.49
N -3.513 1.385 -0.378  -0.32
N -3.055 2.610 -0.463  -0.08
N -1.818 2.782 0.030  -0.29
N -1.292 0.558 -0.376  -0.37
H -4.190 -0.967 -0.243  0.43
C -0.706 2.327 4.246  -0.63
C -0.778 2.648 2.773  0.01
C -0.675 3.968 2.433  -0.23
C -0.694 4.577 1.129  -0.24
C -1.222 4.058 0.022  0.03
C -1.162 1.666 0.525  0.34
N -0.822 0.892 -1.746  -0.50
C -1.598 0.288 -2.784  0.20
C -2.773 0.940 -3.164  -0.25
C -3.627 0.394 -4.103  -0.19
C -3.303 -0.801 -4.727  -0.23
C -2.086 -1.393 -4.448  -0.15
C -1.218 -0.870 -3.492  -0.20
C 0.157 -1.513 -3.465  0.78
O 0.528 -2.103 -4.468  -0.63
O 0.925 -1.381 -2.421  -0.85
C -0.860 1.526 1.874  -0.05
C -0.823 0.151 2.476  -0.64
H -0.748 3.235 4.845  0.21
H 0.218 1.798 4.491  0.22
H -1.534 1.683 4.547  0.22
H -0.517 4.665 3.248  0.20
H -0.258 5.568 1.052  0.21
H -1.203 4.559 -0.939  0.21
H 0.111 0.503 -1.786  0.40
H -3.009 1.893 -2.717  0.23
H -4.542 0.915 -4.360  0.20
H -3.974 -1.243 -5.452  0.21
H -1.766 -2.278 -4.978  0.24
H -0.771 -0.618 1.721  0.24
H -1.750 -0.001 3.039  0.22
H 0.012 0.003 3.155  0.22

Multiplicity   3
Largest force on an atom   0.02086 hartree/bohr
Net charge   -1
Frontier orbital gap (spin up / spin down)   5.71 / 7.06 eV
HOMO level (spin up / spin down)   -0.144 / -0.203 hartree

***

No. 4
This record from the OMol25 dataset describes one molecule with the formula C3H5NOS2 at a distorted geometry. The level of theory is ωB97M-V/def2-TZVPD.

Each line ends with the natural charge from an NBO analysis.
Geometry (Å):
C -1.990 0.874 1.657  -0.79
S -0.884 1.155 0.312  0.38
C 0.030 -0.263 0.049  -0.38
S -0.315 -1.660 0.827  0.01
C 1.262 -0.041 -0.834  -0.12
N 1.615 -1.140 -1.545  -0.03
O 2.661 -0.867 -2.273  -0.50
H -1.541 0.872 2.684  0.24
H -2.738 0.142 1.646  0.24
H -2.687 1.827 1.530  0.24
H 1.784 0.942 -1.203  0.22
H 2.802 -1.841 -2.850  0.49

Multiplicity   1
Largest force on an atom   0.12676 hartree/bohr
Energy above the lowest of the compared OMol25 structures with the same formula, charge and spin   89.0 kcal/mol
SMILES   CSC(=S)/C=N/O
Frontier orbital gap   7.95 eV
HOMO level   -0.311 hartree